# 1
39
Properties=species:S:1:pos:R:3 method="wB97M-V/def2-TZVPD" de_lowest_kcal_mol=0.0 homo_ev="-5.82 / -6.07" multiplicity=5 total_charge=-1
Rh 0.490 1.159 0.969
O -3.967 -0.306 0.726
As -2.312 -0.486 0.194
O -2.123 -2.057 -0.198
O -1.272 0.000 1.434
C -2.100 0.607 -1.414
C -2.002 -0.100 -2.607
C -1.807 0.565 -3.806
C -1.693 1.947 -3.828
C -1.786 2.665 -2.648
C -1.996 1.999 -1.448
S -2.018 3.032 0.013
O -2.963 2.474 0.953
O -2.322 4.368 -0.427
O -0.605 2.943 0.506
H -4.019 0.610 1.058
H -2.078 -1.180 -2.562
H -1.740 0.005 -4.730
H -1.527 2.465 -4.764
H -1.714 3.744 -2.616
O 1.366 -0.525 2.199
N 0.957 -1.663 1.726
C 0.602 -2.641 2.585
C 0.263 -3.887 2.130
C 0.280 -4.150 0.761
C 0.588 -3.132 -0.108
C 0.893 -1.862 0.377
S 1.130 -0.507 -0.660
H 0.618 -2.352 3.624
H -0.026 -4.643 2.845
H 0.015 -5.130 0.391
H 0.552 -3.272 -1.177
N 2.183 2.112 1.688
C 3.291 1.748 1.594
C 4.595 1.334 1.497
C 5.317 0.982 2.662
N 5.917 0.686 3.602
C 5.238 1.252 0.240
N 5.779 1.195 -0.778

***

# 2
30
Properties=species:S:1:pos:R:3 method="wB97M-V/def2-TZVPD" de_lowest_kcal_mol=0.0 homo_ev=-9.27 multiplicity=1 smiles=N#Cc1ccc(Oc2ccc3c(c2)COB3O)cc1C#N
N 1.758 -6.484 -0.796
C 1.457 -5.419 -0.425
C 1.005 -4.163 0.055
C -0.004 -4.183 1.014
C -0.546 -3.055 1.534
C -0.086 -1.787 1.115
O -0.678 -0.620 1.670
C -0.780 0.474 0.833
C -0.892 0.356 -0.562
C -0.677 1.436 -1.376
C -0.507 2.688 -0.800
C -0.639 2.859 0.541
C -0.719 1.771 1.372
C -0.548 4.315 0.934
O -0.455 5.106 -0.234
B -0.498 4.154 -1.278
O -0.589 4.529 -2.624
C 0.942 -1.745 0.174
C 1.456 -2.931 -0.387
C 2.440 -2.783 -1.372
N 3.217 -2.718 -2.235
H -0.323 -5.169 1.367
H -1.221 -3.096 2.339
H -1.204 -0.588 -0.973
H -0.708 1.281 -2.439
H -0.797 1.942 2.432
H 0.347 4.527 1.557
H -1.449 4.576 1.491
H -0.555 5.502 -2.700
H 1.252 -0.776 -0.228

***

# 3
41
Properties=species:S:1:pos:R:3 method="wB97M-V/def2-TZVPD" homo_ev="-4.86 / -4.73" multiplicity=5 total_charge=-1
Os 1.994 -0.794 1.715
Se 4.674 -0.794 1.772
Se 6.083 -0.794 3.697
Te 4.318 -0.794 5.634
Se 2.051 -0.794 4.387
N -2.827 0.343 -5.434
C -2.437 -0.406 -4.313
C -1.100 -0.786 -4.152
C -0.719 -1.625 -3.101
C -1.691 -2.125 -2.232
C -3.039 -1.818 -2.426
C -3.406 -0.970 -3.475
S -1.193 -3.261 -0.939
O -2.405 -3.816 -0.359
O -0.277 -4.179 -1.604
N -0.359 -2.371 0.110
C -0.863 -1.480 0.891
S -2.554 -0.974 1.059
C -2.120 0.153 2.285
C -0.796 0.071 2.448
N -0.052 -0.794 1.715
H -2.091 0.959 -5.765
H -3.700 0.839 -5.286
H -0.340 -0.429 -4.841
H 0.325 -1.898 -2.969
H -3.800 -2.232 -1.769
H -4.459 -0.750 -3.627
H -2.807 0.794 2.813
H -0.336 0.718 3.190
F 0.135 1.342 0.265
C 1.049 2.015 0.978
C 1.994 1.307 1.715
C 2.938 2.015 2.451
F 3.852 1.342 3.164
C 2.941 3.406 2.454
F 3.858 4.073 3.168
C 1.994 4.101 1.715
F 1.994 5.442 1.715
C 1.046 3.406 0.975
F 0.130 4.073 0.261
H 1.994 -2.519 1.715